Below is a molecular structure, C59H47N4ReS2Sb2, with properties calculated with the ωB97M-V functional and the def2-TZVPD basis.

Properties
Kohn-Sham gap (spin up / spin down) (eV): 5.24 / 5.25
2S+1: 2
Net charge: +3
E_tot (hartree): -3849.56022

Last column: Mulliken spin population.
Element x y z (Å)
Re -0.292 -0.315 -0.080  1.34
C 2.982 5.631 3.783  0.00
C 3.634 4.392 3.755  0.00
C 2.990 3.283 3.265  0.00
C 1.663 3.417 2.801  0.00
C 1.018 4.669 2.825  0.00
C 1.681 5.773 3.316  0.00
N 0.862 2.416 2.327  0.01
N 1.188 1.235 2.197  0.00
C 1.279 -0.877 1.973  -0.03
C 1.064 -2.105 2.789  -0.02
C 1.530 -3.268 2.316  0.01
C 2.123 -3.404 0.989  -0.05
C 1.994 -2.418 0.085  -0.01
C 1.256 -1.245 0.506  -0.14
H 3.505 6.493 4.177  0.00
H 4.647 4.308 4.124  0.00
H 3.511 2.339 3.251  0.00
H 0.001 4.731 2.461  0.00
H 1.193 6.737 3.344  0.00
H 0.691 -2.030 3.800  0.00
H 1.487 -4.145 2.948  0.00
H 2.607 -4.335 0.727  0.00
H 2.334 -2.520 -0.936  0.00
S -7.230 -1.512 1.849  0.00
C -8.105 -2.179 0.552  0.00
C -7.317 -2.412 -0.535  0.00
C -5.972 -2.039 -0.311  0.00
C -5.764 -1.528 0.946  0.00
C -4.510 -1.060 1.527  0.00
C -3.371 -0.926 0.699  0.00
N -2.177 -0.517 1.101  0.06
C -2.049 -0.207 2.444  0.03
C -3.107 -0.338 3.356  0.01
C -2.836 -0.078 4.725  0.00
C -1.573 0.212 5.158  0.00
C -0.477 0.308 4.255  -0.01
C 0.891 0.372 4.794  0.00
C 2.084 0.204 4.173  0.00
C 2.187 0.220 2.647  -0.02
N 0.196 0.253 1.899  -0.08
C -0.799 0.178 2.923  -0.02
C 3.323 -0.022 4.901  0.00
C 3.479 -0.303 6.238  0.00
C 4.829 -0.462 6.618  0.00
C 5.689 -0.316 5.570  0.00
S 4.868 0.006 4.116  0.00
C -4.356 -0.754 2.863  0.01
H -9.162 -2.364 0.657  0.00
H -7.684 -2.836 -1.457  0.00
H -5.196 -2.176 -1.053  0.00
H -3.468 -1.189 -0.343  -0.01
H -3.646 -0.154 5.438  0.00
H -1.386 0.344 6.216  0.00
H 0.919 0.425 5.876  0.00
H 3.188 0.365 2.248  0.01
H 2.658 -0.410 6.931  0.00
H 5.152 -0.687 7.624  0.00
H 6.764 -0.398 5.574  0.00
H -5.186 -0.857 3.553  0.00
C -2.728 0.911 -2.289  0.01
C -1.740 2.060 -2.017  0.05
C -0.450 2.103 -2.864  -0.02
Sb 1.149 1.040 -1.861  -0.09
C 2.432 -0.286 -2.907  -0.02
C 2.053 -1.595 -3.201  0.01
C 2.964 -2.487 -3.746  0.00
C 4.273 -2.085 -3.980  0.00
C 4.666 -0.796 -3.661  0.00
C 3.751 0.103 -3.122  0.00
C 2.486 2.631 -1.518  0.00
C 3.085 2.902 -0.297  0.00
C 3.944 3.985 -0.163  0.00
C 4.205 4.800 -1.254  0.00
C 3.617 4.529 -2.483  0.00
C 2.759 3.447 -2.617  0.00
Sb -1.632 -0.936 -2.470  -0.01
C -1.435 -0.749 -4.589  0.02
C -0.274 -0.756 -5.351  0.00
C -0.349 -0.599 -6.730  0.00
C -1.574 -0.442 -7.357  0.00
C -2.737 -0.425 -6.600  0.00
C -2.668 -0.569 -5.223  0.00
C -2.792 -2.691 -2.255  -0.01
C -2.528 -3.484 -1.138  0.00
C -3.233 -4.662 -0.936  0.00
C -4.196 -5.058 -1.855  0.00
C -4.443 -4.285 -2.981  0.00
C -3.743 -3.103 -3.186  0.00
H -3.247 1.070 -3.231  0.00
H -3.478 0.862 -1.500  0.00
H -1.477 2.074 -0.946  -0.01
H -2.276 2.999 -2.177  0.00
H -0.074 3.126 -2.901  0.00
H -0.600 1.768 -3.889  0.00
H 1.049 -1.948 -2.997  0.02
H 2.652 -3.495 -3.985  0.00
H 4.984 -2.779 -4.407  0.00
H 5.686 -0.480 -3.834  0.00
H 4.079 1.107 -2.886  0.00
H 2.913 2.244 0.544  -0.01
H 4.417 4.188 0.790  0.00
H 4.874 5.644 -1.153  0.00
H 3.828 5.158 -3.337  0.00
H 2.310 3.249 -3.585  0.00
H 0.699 -0.879 -4.906  0.00
H 0.562 -0.607 -7.314  0.00
H -1.625 -0.327 -8.432  0.00
H -3.699 -0.295 -7.077  0.00
H -3.592 -0.527 -4.658  0.00
H -1.764 -3.190 -0.423  0.01
H -3.024 -5.277 -0.071  0.00
H -4.744 -5.978 -1.700  0.00
H -5.178 -4.603 -3.708  0.00
H -3.940 -2.528 -4.081  0.00